This record from the OMol25 dataset describes a molecular structure, C16H20O2 in a non-equilibrium geometry. The level of theory is wB97M-V/def2-TZVPD.

- Kohn-Sham gap: 8.586 eV
- Calculated total energy: -20998.54024 eV
- Spin multiplicity: 1
- ΔE to the lowest compared entry with this formula, charge and spin: 317.0 kcal per mole

XYZ file:
```
38
Properties=species:S:1:pos:R:3:lowdin_charge:R:1
O -0.29 0.32 -1.70 -0.057
O -0.54 0.55 1.58 0.054
C -1.82 -1.82 -0.42 -0.037
C 2.21 0.86 -0.69 -0.031
C 4.55 0.29 0.16 -0.387
C 3.47 1.14 -0.22 -0.058
C -3.89 -0.48 0.64 -0.194
C -2.24 1.59 0.47 -0.197
C -2.33 -0.67 0.88 -0.107
C -4.23 0.43 -0.37 -0.218
C 1.78 -0.51 -0.69 -0.217
C -0.43 -1.70 -0.40 -0.203
C -3.01 1.52 -0.88 -0.053
C 2.65 -1.33 -0.02 0.024
C 0.39 -0.64 -0.94 -0.253
C 4.05 -0.90 0.32 -0.055
C -1.58 0.52 0.82 -0.502
C 5.84 0.64 0.66 -0.042
H 6.47 -0.03 0.60 -0.040
H -4.28 0.14 1.80 0.195
H -5.15 1.07 -0.52 0.123
H -2.88 2.30 1.18 0.203
H 2.22 -2.44 0.13 0.150
H 4.50 -1.82 0.77 0.124
H 5.79 1.07 1.85 0.180
H 3.91 2.29 -0.66 0.178
H -2.43 0.84 -1.58 0.103
H 6.24 1.40 -0.26 0.159
H -1.57 2.47 0.26 0.145
H -4.43 -0.20 -1.18 0.077
H -4.40 -1.30 0.74 0.041
H -2.10 -1.25 -1.20 0.077
H -2.24 -1.34 1.89 0.197
H -0.07 -2.69 -1.01 0.199
H -2.31 -2.51 -0.27 -0.013
H 1.56 1.72 -1.27 0.178
H -3.48 2.35 -1.22 0.061
H 0.07 -1.89 0.74 0.198
```

***

This record from the OMol25 dataset describes 2 unconnected molecules or ions with the total composition C16H20O2 in a non-equilibrium geometry. The level of theory is wB97M-V/def2-TZVPD.

- SMILES: CCc1ccc(O)cc1.CCc1ccc(O)cc1
- Kohn-Sham gap: 8.846 eV
- Calculated total energy: -21010.43623 eV
- Spin multiplicity: 1
- ΔE to the lowest compared entry with this formula, charge and spin: 42.7 kcal per mole

XYZ file:
```
38
Properties=species:S:1:pos:R:3:lowdin_charge:R:1
O -3.65 -1.89 0.39 0.037
O -2.25 -0.27 -2.88 0.044
C 1.85 -1.70 1.52 -0.207
C -0.47 -0.79 1.72 -0.053
C 0.14 2.29 -0.77 -0.260
C 0.46 0.95 -0.84 -0.038
C -1.06 2.78 -1.35 -0.035
C 2.70 -2.92 1.22 -0.111
C -0.34 0.06 -1.61 0.007
C 2.26 3.64 -0.62 -0.083
C -2.35 -1.99 0.84 -0.310
C 0.99 3.12 0.13 -0.213
C 0.34 -1.88 1.32 -0.233
C -0.22 -3.01 0.76 -0.035
C -1.52 0.58 -2.10 -0.311
C -1.83 -0.87 1.54 -0.015
C -1.91 1.94 -2.00 -0.014
C -1.59 -3.09 0.46 0.001
H 2.30 -3.91 1.45 0.063
H -1.24 3.83 -1.11 0.113
H 2.17 -1.21 2.46 0.115
H -3.96 -1.03 0.64 0.083
H -2.12 -3.97 0.13 0.116
H 3.60 -2.92 1.85 0.069
H 2.14 -0.89 0.85 0.084
H 0.43 4.02 0.39 0.097
H -2.77 2.19 -2.61 0.109
H -2.57 -0.10 1.67 0.112
H 3.03 3.93 0.11 0.066
H 1.96 4.58 -1.09 0.067
H 3.05 -2.91 0.19 0.078
H 2.64 2.92 -1.34 0.069
H 1.14 0.45 -0.18 0.083
H 0.44 -3.84 0.63 0.091
H -3.06 0.12 -3.16 0.085
H 1.26 2.66 1.06 0.098
H -0.01 -0.95 -1.79 0.120
H 0.03 0.08 2.11 0.111
```

***

This record from the OMol25 dataset describes a single C16H20O6 molecule in a non-equilibrium geometry. The level of theory is wB97M-V/def2-TZVPD.

- SMILES: C/C=C1\CC2=C(C(=O)OC2=O)[C@@H](CCC)[C@@H](O)C(=O)C[C@H]1O
- Kohn-Sham gap: 8.394 eV
- Calculated total energy: -29200.06048 eV
- Spin multiplicity: 1
- ΔE to the lowest compared entry with this formula, charge and spin: 20.1 kcal per mole

XYZ file:
```
42
Properties=species:S:1:pos:R:3:lowdin_charge:R:1
O 1.33 -2.75 1.77 0.168
O -0.41 -3.22 -0.32 -0.028
O -2.13 0.58 2.69 -0.015
O 1.11 1.14 3.85 0.164
O -2.06 -2.33 1.63 0.119
O 1.53 -0.96 3.15 0.228
C -1.88 -1.52 0.71 -0.287
C 0.36 -0.92 -0.47 -0.170
C -2.82 -0.35 0.57 -0.045
C -1.80 2.34 -0.53 -0.115
C 1.18 0.31 2.97 -0.419
C 2.48 -0.50 -1.84 -0.241
C 0.87 -0.60 0.94 0.005
C 0.06 1.82 1.09 -0.050
C 0.69 0.56 1.63 -0.039
C 3.34 -1.13 -2.92 -0.101
C -1.40 1.73 0.64 -0.166
C -0.91 3.26 -1.26 -0.107
C 1.29 -1.56 1.97 -0.362
C 1.44 -1.52 -1.37 -0.170
C -0.88 -1.87 -0.40 -0.230
C -2.46 0.93 1.35 -0.339
H 2.71 -1.61 -3.63 0.059
H -0.31 3.82 -0.55 0.079
H 2.00 0.40 -2.17 0.097
H 0.10 -3.42 0.50 0.086
H 1.91 -2.35 -0.87 0.119
H 0.88 -1.90 -2.24 0.133
H -3.85 -0.66 0.85 0.149
H -1.56 3.98 -1.77 0.083
H -1.93 1.42 3.21 0.143
H -3.35 1.58 1.39 0.150
H -2.81 2.27 -0.94 0.119
H 0.71 2.15 0.30 0.112
H -1.34 -1.83 -1.37 0.151
H -0.34 2.73 -2.00 0.077
H 3.07 -0.27 -0.96 0.108
H 0.04 2.64 1.84 0.146
H -2.91 -0.09 -0.46 0.103
H 4.02 -1.89 -2.57 0.078
H 3.92 -0.37 -3.44 0.072
H 0.07 -0.01 -0.98 0.137
```

***

This record from the OMol25 dataset describes 2 unconnected molecules or ions with the total composition C16H21BF2N2O6S in a non-equilibrium geometry. The level of theory is wB97M-V/def2-TZVPD.

- SMILES: CCOB(O)c1cc(CCCO)c2nsnc2c1CCF.O=C1OC[C@@H](F)O1
- Kohn-Sham gap: 7.247 eV
- Calculated total energy: -49140.48535 eV
- Spin multiplicity: 1

XYZ file:
```
49
Properties=species:S:1:pos:R:3:lowdin_charge:R:1
S -1.20 -0.85 2.21 0.967
F -4.96 3.04 5.31 0.079
F -1.03 -5.76 -1.41 -0.097
O 2.37 -3.19 -3.93 0.091
O -2.17 2.21 3.52 0.045
O 1.15 2.65 2.96 -0.146
O -2.93 2.14 5.64 0.146
O 1.44 -1.20 -5.04 0.010
O -0.96 1.15 5.12 0.149
N 0.10 0.14 1.70 -0.259
N -1.21 -1.86 0.84 -0.298
C -1.93 1.77 4.79 -0.538
C -3.66 3.14 4.96 -0.322
C 2.10 -0.13 -1.78 0.038
C 0.38 -0.21 -4.89 -0.230
C -0.67 -3.35 -2.12 -0.126
C -1.08 -0.83 -4.67 -0.081
C -0.99 -4.41 -0.92 -0.174
C 0.59 -0.25 0.41 -0.181
C -0.22 -1.50 -0.13 -0.194
C 1.28 -1.40 -2.32 0.005
C 3.00 1.46 1.69 -0.184
C 2.50 1.77 0.20 -0.153
C 2.59 2.60 2.76 -0.241
C 1.75 0.47 -0.40 -0.086
C 0.14 -2.10 -1.53 -0.077
C -3.47 2.78 3.52 -0.063
B 1.71 -1.91 -3.82 -0.505
H 2.60 0.47 2.11 0.100
H 0.60 0.59 -4.10 0.123
H 3.05 2.26 3.77 0.123
H -4.19 2.04 3.17 0.149
H 2.92 0.31 -2.44 0.119
H 1.95 -3.70 -4.66 0.113
H 4.15 1.40 1.66 0.113
H 1.82 2.69 0.11 0.125
H -0.11 -3.94 -2.91 0.117
H 2.97 3.65 2.48 0.123
H -3.51 3.66 2.87 0.146
H -1.27 -1.80 -5.25 0.093
H 0.34 0.35 -5.90 0.131
H -1.99 -4.06 -0.46 0.115
H -1.83 -0.04 -5.06 0.089
H -3.27 4.12 5.24 0.178
H 3.44 2.00 -0.44 0.113
H -0.15 -4.23 -0.14 0.123
H -1.36 -1.02 -3.58 0.058
H 0.86 1.87 3.49 0.059
H -1.65 -2.99 -2.62 0.115
```